No. 1
Computed, not measured: C5H8O in the gas phase, with ωB97M-V/def2-TZVPD.

Geometry as XYZ:
```
14
Properties=species:S:1:pos:R:3:forces:R:3:nbo_charge:R:1
C 0.132799 -2.029439 -0.568690 0.08 0.09 0.02 -0.40
C 0.938950 -1.099828 -0.062468 -0.10 -0.10 -0.07 -0.17
C 0.504604 0.245360 0.404852 -0.01 -0.08 0.13 -0.30
C 0.325153 1.445252 -0.510542 0.05 0.15 -0.13 -0.42
C -0.859760 0.782397 0.105981 0.11 -0.20 -0.28 0.08
O -1.550172 1.469637 1.105518 -0.01 -0.03 0.32 -0.70
H 0.502551 -3.002546 -0.876434 0.02 0.15 0.03 0.20
H -0.932868 -1.852929 -0.692221 0.15 -0.05 0.03 0.19
H 1.997968 -1.326588 0.061310 -0.12 0.04 -0.06 0.20
H 0.891598 0.524914 1.384964 -0.08 -0.06 -0.13 0.22
H 0.598336 2.413170 -0.099927 -0.01 -0.17 -0.08 0.23
H 0.488037 1.322986 -1.577611 -0.03 -0.04 0.18 0.22
H -1.491613 0.200263 -0.565871 0.09 0.13 0.19 0.18
H -1.545577 0.907355 1.891145 -0.13 0.17 -0.14 0.47
```
Forces are in eV/Å.

Calculated values
- Multiplicity: 1
- E_HOMO: -9.4 eV
- Electronic energy: -270.4893 hartree
- Frontier orbital gap: 10.4 eV
- LUMO: 1.0 eV
- F_max: 0.36 eV/Å
- SMILES string: C=C[C@H]1C[C@@H]1O



No. 2
Computed, not measured: C5H8O in the gas phase, with ωB97M-V/def2-TZVPD.

Geometry as XYZ:
```
14
Properties=species:S:1:pos:R:3:forces:R:3:nbo_charge:R:1
C 1.950759 0.842931 0.721192 0.18 0.12 0.07 -0.70
C 1.368601 -0.071547 -0.239533 0.22 -0.16 -0.48 0.06
C 0.760144 -0.816516 -0.971203 -0.02 0.54 0.68 -0.11
C -0.593247 -1.394403 -0.982215 -0.09 -0.11 -0.07 -0.11
O -1.230557 -0.953856 0.204036 -0.58 -0.36 0.01 -0.54
C -1.604487 0.407666 0.262080 -0.18 0.21 -0.01 -0.26
H 1.909007 0.402176 1.723941 0.13 0.07 -0.17 0.24
H 2.986233 1.058446 0.459442 0.04 0.13 0.17 0.24
H 1.373789 1.775271 0.738309 0.23 -0.09 -0.04 0.23
H -0.571364 -2.484214 -0.919129 -0.01 0.10 -0.06 0.21
H -1.165401 -1.113153 -1.877006 0.08 0.01 0.10 0.19
H -2.666286 0.424604 0.513937 -0.02 0.19 -0.05 0.19
H -1.071313 0.972923 1.044114 0.06 -0.41 -0.14 0.17
H -1.445875 0.949667 -0.677966 -0.03 -0.24 -0.01 0.18
```
Forces are in eV/Å.

Calculated values
- Multiplicity: 1
- E_HOMO: -9.4 eV
- Electronic energy: -270.4408 hartree
- Frontier orbital gap: 10.4 eV
- LUMO: 1.0 eV
- F_max: 0.87 eV/Å
- SMILES string: CC#CCOC



No. 3
Computed, not measured: 3 unconnected molecules or ions with the total composition C5H8O in a non-equilibrium geometry, with ωB97M-V/def2-TZVPD.

Geometry as XYZ:
```
14
Properties=species:S:1:pos:R:3:forces:R:3:nbo_charge:R:1
O 2.691240 -0.663463 -0.990722 0.03 1.27 0.55 -0.51
C 2.698876 0.372154 -0.522709 0.05 -1.28 -0.57 0.52
C 0.095145 -0.537507 1.201001 -0.02 0.09 0.07 -0.20
C -0.451872 -1.393853 0.078155 0.04 -0.17 -0.06 -0.43
C -1.338662 -0.156897 -0.274220 -0.13 0.05 -0.13 -0.42
C -0.664280 0.519887 0.900338 0.07 -0.02 0.10 -0.18
H 0.869446 2.309717 -0.860977 -0.08 0.09 -0.02 0.00
H 0.839014 -0.731176 1.970001 -0.13 0.05 -0.11 0.20
H 0.269113 -1.679983 -0.696447 -0.14 0.04 0.13 0.21
H -1.008568 -2.285405 0.387449 0.08 0.13 -0.04 0.21
H -1.139936 0.287401 -1.256619 -0.02 -0.07 0.15 0.20
H -2.417373 -0.321646 -0.173296 0.16 0.03 -0.01 0.21
H 0.331155 2.768357 -1.092093 0.05 -0.02 -0.01 0.00
H -0.773303 1.512412 1.330139 0.04 -0.18 -0.06 0.21
```
Forces are in eV/Å.

Calculated values
- Multiplicity: 1
- E_HOMO: -9.5 eV
- Electronic energy: -270.4487 hartree
- Frontier orbital gap: 10.7 eV
- LUMO: 1.2 eV
- F_max: 1.40 eV/Å



No. 4
Computed, not measured: C5H8O in the gas phase, with ωB97M-V/def2-TZVPD.

Geometry as XYZ:
```
14
Properties=species:S:1:pos:R:3:forces:R:3:nbo_charge:R:1
C -1.798498 1.012922 -0.192969 -0.02 -0.04 -0.13 -0.59
C -1.451587 -0.478275 -0.405058 -0.13 -0.10 -0.22 -0.49
C -0.035652 -0.764897 -0.604469 0.37 0.23 0.38 0.04
C 1.164624 -0.907506 -0.588609 -0.56 0.46 0.65 -0.09
C 2.327928 -0.604537 0.268640 0.52 -0.31 -0.29 -0.13
O 1.904037 0.126816 1.406713 -0.01 0.39 -0.16 -0.70
H -1.360145 1.638845 -0.976444 -0.07 -0.13 0.08 0.21
H -2.888156 1.118612 -0.240204 0.19 0.06 0.02 0.21
H -1.474232 1.414701 0.778610 0.04 -0.36 -0.27 0.21
H -1.822581 -1.055450 0.458905 0.13 0.04 -0.43 0.23
H -1.926715 -0.852944 -1.312928 -0.55 0.06 0.13 0.23
H 3.098544 -0.041586 -0.259286 0.04 -0.04 -0.21 0.18
H 2.792805 -1.510148 0.640797 0.05 -0.19 0.03 0.20
H 1.469622 0.903450 1.026300 -0.01 -0.07 0.42 0.46
```
Forces are in eV/Å.

Calculated values
- Multiplicity: 1
- E_HOMO: -9.7 eV
- Electronic energy: -270.4610 hartree
- Frontier orbital gap: 10.6 eV
- LUMO: 0.9 eV
- F_max: 0.98 eV/Å
- SMILES string: CCC#CCO



No. 5
Computed, not measured: 2 unconnected molecules or ions with the total composition C5H8O, with ωB97M-V/def2-TZVPD.

Geometry as XYZ:
```
14
Properties=species:S:1:pos:R:3:forces:R:3:nbo_charge:R:1
C 1.574533 0.743703 1.617658 -0.23 -0.05 -0.40 -0.23
C 0.951406 0.588777 0.595697 0.28 0.09 0.41 -0.05
C 0.207604 0.360350 -0.619777 -0.07 0.14 -0.10 -0.09
C -0.466520 1.365028 -1.187805 0.05 -0.08 0.04 -0.35
C 0.234331 -1.046330 -1.161736 -0.01 -0.03 -0.05 -0.64
H 2.139728 0.907287 2.508923 -0.10 -0.04 -0.14 0.24
H -0.472522 2.361613 -0.758330 0.04 -0.14 -0.03 0.21
H -1.027263 1.211767 -2.105724 0.08 -0.03 0.13 0.20
H -0.199429 -1.729530 -0.423870 0.09 0.07 -0.15 0.25
H 1.262076 -1.366611 -1.361617 -0.12 0.06 0.05 0.22
H -0.339585 -1.111051 -2.090184 0.07 0.02 0.13 0.22
O -1.403127 -1.210933 1.688535 0.01 0.17 0.03 -0.94
H -1.872622 -0.509476 1.220353 0.00 -0.11 0.07 0.47
H -0.559992 -0.796907 1.919903 -0.09 -0.07 0.01 0.48
```
Forces are in eV/Å.

Calculated values
- Multiplicity: 1
- E_HOMO: -9.5 eV
- Electronic energy: -270.4692 hartree
- Frontier orbital gap: 10.3 eV
- LUMO: 0.8 eV
- F_max: 0.50 eV/Å
- SMILES string: C#CC(=C)C.O



No. 6
Computed, not measured: C5H8O in the gas phase, with ωB97M-V/def2-TZVPD.

Geometry as XYZ:
```
14
Properties=species:S:1:pos:R:3:forces:R:3:nbo_charge:R:1
O -0.469848 1.239320 1.738983 -0.20 -0.09 0.12 -0.71
C 0.204251 0.425677 0.801246 0.27 -0.16 -0.27 0.09
C -0.260507 -1.036618 0.696491 0.11 -0.08 0.02 -0.61
C 0.129072 -1.609738 -0.618207 -0.09 0.43 0.10 0.19
C 0.441612 -0.388621 -1.431353 -0.08 -0.09 0.00 -0.60
C 0.080638 0.888160 -0.654058 -0.05 0.05 0.04 -0.44
H -1.266921 0.787682 2.034871 0.04 0.08 -0.05 0.47
H -0.104747 -1.676427 1.571090 0.00 0.09 -0.14 0.24
H -1.358955 -1.041879 0.498750 0.05 0.00 0.01 0.26
H 1.264124 0.430592 1.094215 -0.12 0.00 -0.05 0.17
H 1.538421 -0.484609 -1.551796 -0.10 -0.05 0.05 0.27
H 0.050082 -0.462280 -2.452041 0.12 0.01 0.11 0.25
H 0.713548 1.749680 -0.884042 -0.08 -0.14 0.01 0.22
H -0.960771 1.179061 -0.844148 0.12 -0.05 0.04 0.21
```
Forces are in eV/Å.

Calculated values
- Multiplicity: 1
- E_HOMO: -8.5 eV
- Electronic energy: -270.4234 hartree
- Frontier orbital gap: 8.8 eV
- LUMO: 0.3 eV
- F_max: 0.45 eV/Å



No. 7
Computed, not measured: C5H8O in the gas phase, with ωB97M-V/def2-TZVPD.

Geometry as XYZ:
```
14
Properties=species:S:1:pos:R:3:forces:R:3:nbo_charge:R:1
C -1.414161 -1.209993 0.580885 0.19 0.18 0.58 0.03
O -1.576125 -1.494373 -0.675491 -0.12 -0.13 -0.22 -0.75
C -0.243211 -0.125589 0.444852 -0.01 -0.15 -0.35 -0.19
C 1.146233 -0.296249 0.265801 0.00 -0.05 0.07 0.03
C 1.283913 0.783100 -0.762315 0.10 0.08 0.07 -0.46
C -0.240907 1.036731 -0.555462 -0.16 0.15 -0.04 -0.41
H -0.991150 -1.994353 1.258752 -0.11 0.08 -0.14 0.12
H -2.249851 -0.712482 1.128842 0.09 -0.14 -0.12 0.12
H 1.836216 -0.984173 0.751049 -0.07 0.08 -0.08 0.23
H 0.317281 0.244329 1.426089 0.03 0.08 0.06 0.33
H 1.516123 0.349864 -1.745459 -0.04 0.03 0.14 0.25
H 1.986975 1.594073 -0.553536 -0.08 -0.13 -0.05 0.23
H -0.854559 0.799921 -1.423507 0.09 0.03 0.15 0.26
H -0.516777 2.009194 -0.140501 0.10 -0.11 -0.07 0.21
```
Forces are in eV/Å.

Calculated values
- Multiplicity: 1
- E_HOMO: -7.8 eV
- Electronic energy: -270.3499 hartree
- Frontier orbital gap: 7.2 eV
- LUMO: -0.6 eV
- F_max: 0.64 eV/Å



No. 8
Computed, not measured: C5H8O in the gas phase, with ωB97M-V/def2-TZVPD.

Geometry as XYZ:
```
14
Properties=species:S:1:pos:R:3:forces:R:3:nbo_charge:R:1
C 0.517178 -0.496877 1.217824 -0.13 -0.15 0.19 -0.07
O 1.500451 0.052683 0.363268 0.07 0.05 0.06 -0.52
C 0.806578 1.136128 -0.224666 -0.06 0.22 -0.14 -0.07
C -0.548052 0.562008 -0.621739 -0.04 0.18 0.00 -0.26
C -0.587800 -0.861283 -1.098813 0.04 -0.11 -0.12 -0.42
C -0.743355 -0.565735 0.365502 -0.08 0.00 0.17 -0.26
H 0.890452 -1.430562 1.643480 -0.08 0.04 -0.16 0.20
H 0.330594 0.237688 2.025501 -0.02 -0.39 0.06 0.16
H 1.422742 1.567548 -1.016207 -0.12 -0.13 0.01 0.20
H 0.630731 1.888541 0.568688 0.06 0.09 -0.37 0.16
H -1.331060 1.251690 -0.922077 0.06 -0.13 0.17 0.22
H 0.300230 -1.351057 -1.489588 -0.04 0.15 0.18 0.22
H -1.514025 -1.139751 -1.597402 0.22 0.01 0.05 0.22
H -1.684992 -0.789966 0.857419 0.10 0.19 -0.09 0.22
```
Forces are in eV/Å.

Calculated values
- Multiplicity: 1
- E_HOMO: -9.9 eV
- Electronic energy: -270.5053 hartree
- Frontier orbital gap: 11.1 eV
- LUMO: 1.2 eV
- F_max: 0.40 eV/Å
- SMILES string: C1OC[C@H]2C[C@@H]12